# 1
Computed, not measured: C5H5N2O as an isolated structure, with wB97M-V/def2-TZVPD.

Output
- frontier orbital gap (spin up / spin down) (eV) = 7.84 / 7.86
- highest occupied orbital energy (spin up / spin down) (eV) = -14.77 / -14.77
- energy above the lowest of the compared OMol25 structures with the same formula, charge and spin (kJ/mol) = 361.0

Geometry as ORCA input:
```
! RIJCOSX wB97M-V def2-TZVPD def2/J DEFGRID3
* xyz 1 1
C -2.52156 0.08501 0.15927
C -1.86277 1.42416 0.33504
C -1.63674 -0.89978 -0.30837
C -0.68124 0.84421 0.28862
C 3.07688 -0.46322 -0.24975
N -0.37184 -0.28605 -0.33393
N 3.76375 -0.15292 0.66323
O 2.18526 -0.72969 -0.95153
H -3.45836 -0.09186 0.49943
H -2.18084 2.37260 0.51002
H -1.74909 -1.83245 -0.68013
H 0.65509 -0.34471 -0.77014
H 4.78145 0.07470 0.83823
*
```

Mulliken population analysis, charges in e, atoms 1 to 6: -0.34, -0.37, -0.52, 0.29, 0.55, 0.05

---

# 2
Computed, not measured: one molecule with the formula C4H8O2, with wB97M-V/def2-TZVPD.

Output
- frontier orbital gap (eV) = 8.20
- highest occupied orbital energy (eV) = -9.13
- energy above the lowest of the compared OMol25 structures with the same formula, charge and spin (kJ/mol) = 499.0

Geometry as ORCA input:
```
! RIJCOSX wB97M-V def2-TZVPD def2/J DEFGRID3
* xyz 0 1
O 0.23240 0.96445 1.63914
C 0.05095 0.85280 0.26609
C 1.28190 0.06926 -0.44587
C 0.88655 -1.33735 -0.64618
C -1.24518 0.12083 -0.08215
O -1.27899 -1.08266 0.65567
H -0.11409 0.15033 2.03813
H 0.05484 1.87408 -0.12972
H 1.50897 0.64096 -1.35644
H 2.10037 0.13894 0.27375
H -1.24142 -0.08297 -1.16175
H 0.37237 -1.40010 -1.63426
H -2.14439 0.68290 0.17989
H -0.46428 -1.59146 0.40370
*
```

Mulliken population analysis, charges in e, atoms 1 to 6: -0.53, -0.01, -0.37, -0.61, -0.59, -0.54

---

# 3
Computed, not measured: C31H50BrMnN5P2 as an isolated structure, with wB97M-V/def2-TZVPD.

Output
- frontier orbital gap (spin up / spin down) (eV) = 7.04 / 5.73
- ⟨S²⟩ = 8.919
- highest occupied orbital energy (spin up / spin down) (eV) = -13.04 / -13.03
- energy above the lowest of the compared OMol25 structures with the same formula, charge and spin (kJ/mol) = 0.0

Geometry as ORCA input:
```
! RIJCOSX wB97M-V def2-TZVPD def2/J DEFGRID3
* xyz 2 6
C -4.16522 -4.71773 1.95029
C -3.97613 -3.84039 0.86792
C -5.02970 -3.65600 -0.04692
C -6.24616 -4.30451 0.19356
N -6.41829 -5.10890 1.23942
C -5.41851 -5.33053 2.08945
C -2.76931 -3.08764 0.73376
C -1.78749 -2.56333 0.00942
C -1.13006 -1.89334 -1.04820
C -1.60986 -0.59452 -1.35108
C -0.82334 0.29126 -2.01776
C 0.57133 -0.07976 -2.37775
C 0.70973 -1.55873 -2.57916
C -0.03333 -2.39978 -1.80287
Mn -1.83427 -1.82822 1.72818
P 0.12744 2.16730 1.71991
H -4.92265 -2.99880 -0.90616
H -3.37599 -4.91507 2.67273
H -7.09110 -4.15980 -0.48650
H -5.60346 -6.01655 2.92193
H 0.18699 -3.47096 -1.76684
H -2.61747 -0.30968 -1.01942
H 1.52096 -1.90992 -3.21487
H -1.21870 1.27552 -2.27384
C 1.83724 2.82769 1.45449
C 2.00963 4.27162 0.99953
H 2.27519 2.15374 0.69793
H 2.37922 2.64100 2.39583
H 3.08356 4.49510 0.95767
H 1.60422 4.43977 -0.00659
H 1.55297 4.99203 1.68834
C -0.93209 3.20023 0.62541
C -2.42221 2.91019 0.81078
H -0.63262 2.96926 -0.41114
H -0.70686 4.26124 0.80762
H -3.00540 3.54832 0.13471
H -2.65511 1.86497 0.56718
H -2.76074 3.11122 1.83598
C -0.27185 2.83337 3.39897
C -0.26358 4.34638 3.58795
H 0.45733 2.36329 4.07843
H -1.26153 2.42287 3.65294
H -0.69489 4.57830 4.56909
H 0.75120 4.75783 3.58064
H -0.86570 4.87384 2.83933
Br 1.87167 0.26291 -0.94718
P 1.08338 1.10810 -3.63951
C 0.79137 2.78792 -3.00115
C 1.25618 3.95444 -3.87029
H 1.27695 2.83506 -2.01330
H -0.28706 2.88057 -2.82135
H 1.02279 4.89064 -3.34578
H 2.33897 3.93989 -4.04315
H 0.74015 3.99394 -4.83859
C 2.87953 0.86700 -3.85635
C 3.43747 0.56813 -5.24352
H 3.17813 0.05386 -3.17849
H 3.34870 1.78104 -3.47157
H 4.52989 0.51541 -5.16362
H 3.09191 -0.39353 -5.63897
H 3.20592 1.35546 -5.96697
C 0.25868 0.90709 -5.23332
C -1.05419 1.65158 -5.49957
H 0.12341 -0.17892 -5.34622
H 1.01872 1.21337 -5.96410
H -1.84639 0.92905 -5.72932
H -1.39214 2.27681 -4.66347
H -0.93517 2.29684 -6.38110
C 0.06210 -2.92149 3.76704
N 0.12710 -2.25668 2.41423
C 1.00432 -3.10039 1.52934
N 2.35208 -3.28030 2.10305
C 2.22765 -3.90170 3.44447
N 1.40170 -3.08909 4.37347
C 2.03699 -1.75014 4.48508
N 2.15791 -1.07370 3.16985
C 0.82337 -0.92848 2.57993
C 2.97421 -1.94658 2.28812
H -0.38277 -3.91786 3.64785
H -0.54096 -2.29854 4.43839
H 1.09591 -2.61217 0.55107
H 0.53530 -4.08473 1.40984
H 3.23453 -3.99683 3.87065
H 1.76059 -4.88995 3.33228
H 1.43210 -1.12264 5.15422
H 3.04806 -1.87770 4.89521
H 0.92953 -0.45491 1.59051
H 0.21346 -0.29563 3.23844
H 3.95353 -2.08902 2.76450
H 3.09102 -1.46029 1.30906
*
```

Mulliken population analysis, charges in e, atoms 1 to 6: -0.43, 0.62, -0.43, -0.41, -0.55, -0.40

---

# 4
Computed, not measured: an isolated ion of composition CBrCl2O3P and charge -2, with wB97M-V/def2-TZVPD.

Output
- frontier orbital gap (eV) = 5.91
- highest occupied orbital energy (eV) = -0.36
- energy above the lowest of the compared OMol25 structures with the same formula, charge and spin (kJ/mol) = 122.4
- SMILES string = O=P([O-])([O-])C(Cl)(Cl)Br

Geometry as ORCA input:
```
! RIJCOSX wB97M-V def2-TZVPD def2/J DEFGRID3
* xyz -2 1
O -1.05647 1.55743 -0.99878
P -1.09341 0.55039 0.11089
O -1.10113 1.04756 1.52384
O -1.82477 -0.74655 -0.15714
C 0.68821 -0.35055 -0.04786
Cl 0.77394 -1.57152 1.15635
Cl 0.73443 -1.05047 -1.62124
Br 2.87921 0.56370 0.03394
*
```

Mulliken population analysis, charges in e, atoms 1 to 6: -0.75, 0.87, -0.75, -0.70, 0.04, -0.12

---

# 5
Computed, not measured: C22H33N9OSScSiTe as an isolated structure, with wB97M-V/def2-TZVPD.

Output
- frontier orbital gap (spin up / spin down) (eV) = 5.11 / 7.54
- ⟨S²⟩ = 0.768
- highest occupied orbital energy (spin up / spin down) (eV) = -5.14 / -7.57
- energy above the lowest of the compared OMol25 structures with the same formula, charge and spin (kJ/mol) = 1.3

Geometry as ORCA input:
```
! RIJCOSX wB97M-V def2-TZVPD def2/J DEFGRID3
* xyz 0 2
Sc -0.32408 -0.50140 -0.01363
C 0.34525 -3.12544 -2.87177
C 0.10114 -1.69120 -3.23928
C 0.26145 -1.24971 -4.53906
C 0.07066 0.10405 -4.80734
C -0.31416 0.96692 -3.80996
C -0.53765 0.45563 -2.51265
N -0.27681 -0.85372 -2.26337
N -0.99122 1.12520 -1.41873
Si -1.61692 2.72749 -1.60396
C -3.04788 2.76447 -2.82167
C -2.34407 3.36132 0.00788
C -0.30683 3.96255 -2.17686
H 1.39022 -3.26234 -2.58989
H 0.12837 -3.77899 -3.71570
H -0.27014 -3.41818 -2.02220
H 0.54266 -1.94429 -5.31751
H 0.22203 0.48112 -5.81181
H -0.45443 2.01790 -4.01617
H -3.86794 2.13550 -2.46770
H -2.76437 2.40987 -3.81355
H -3.43010 3.78305 -2.92944
H -1.67086 3.28451 0.86236
H -3.28172 2.86260 0.26312
H -2.58415 4.41921 -0.13045
H -0.42368 4.20530 -3.23535
H 0.69909 3.55692 -2.04607
H -0.36556 4.89816 -1.61683
O 1.34187 0.70390 0.47274
N 2.58737 0.29753 0.74905
C 3.45248 1.23782 1.19531
C 4.74550 0.92845 1.49596
C 5.17229 -0.39590 1.32200
C 4.29497 -1.32652 0.84192
C 2.95822 -0.99575 0.51921
S 1.86172 -2.10501 -0.14764
H 3.03153 2.22453 1.28844
H 5.40730 1.70173 1.85541
H 6.18996 -0.67926 1.55484
H 4.59030 -2.35234 0.67771
N 0.35423 -2.23325 4.05263
C 0.62857 -1.23339 3.21834
N -0.09765 -1.36776 2.13050
C -0.82824 -2.51584 2.35314
N -0.57305 -3.07196 3.52515
C -1.72581 -2.96348 1.32216
C -2.60708 -4.02506 1.47530
N -3.45419 -4.43006 0.54524
C -3.39894 -3.69685 -0.61850
C -2.54080 -2.66140 -0.81673
N -1.64389 -2.24697 0.13136
H 0.74331 -2.42151 4.95935
H 1.34202 -0.45001 3.42157
H -2.61304 -4.55876 2.42120
H -4.08534 -3.98559 -1.40400
H -2.53116 -2.12558 -1.75836
N -2.08631 0.41892 1.23099
H -1.85733 1.23861 1.78695
H -2.50630 -0.27543 1.84025
H -2.77365 0.68630 0.53513
C 0.98917 3.90763 1.28351
Te 0.50062 2.65502 2.93293
C 0.25161 4.28155 4.28518
H 1.94877 4.39286 1.45008
H 0.21323 4.65736 1.15231
H 1.03368 3.26459 0.40731
H -0.54521 4.93101 3.93276
H 1.18192 4.83684 4.36674
H -0.01695 3.87434 5.25703
*
```

Mulliken population analysis, charges in e, atoms 1 to 6: -0.44, -1.69, 0.66, -0.80, -0.79, -0.64

---

# 6
Computed, not measured: a 3-piece molecular cluster, C4H9NO2 overall, with wB97M-V/def2-TZVPD.

Output
- frontier orbital gap (eV) = 10.02
- highest occupied orbital energy (eV) = -9.84
- energy above the lowest of the compared OMol25 structures with the same formula, charge and spin (kJ/mol) = 293.4
- SMILES string = C=CC(N)=O.[H][H].C=O

Geometry as ORCA input:
```
! RIJCOSX wB97M-V def2-TZVPD def2/J DEFGRID3
* xyz 0 1
C 1.35942 0.78060 0.28673
C 0.45667 0.45318 1.20435
C 0.13321 -0.95021 1.53073
N 0.08356 -1.80810 0.47234
O 0.01253 -1.29172 2.70236
H 1.66973 1.81656 0.19758
H 1.92278 0.02811 -0.27415
H 0.06603 1.16707 1.92647
H -0.24865 -2.73192 0.69238
H -0.16673 -1.44177 -0.43867
H -2.32145 -0.08331 0.40036
H -2.23725 0.00322 -0.33038
C -0.18578 1.02294 -2.09345
O -0.91590 0.06529 -2.15214
H -0.47713 2.00477 -1.65601
H 0.84893 0.96528 -2.46851
*
```

Mulliken population analysis, charges in e, atoms 1 to 6: -1.14, 0.07, 0.45, -0.34, -0.61, 0.38

---

| no. | molecular weight (g mol⁻¹) | maximum force (eV Å⁻¹) | calculated total energy (hartree) |
| --- | --- | --- | --- |
| 1 | 109.1 | 4.82 | -377.83434 |
| 2 | 88.1 | 0.67 | -307.52237 |
| 3 | 689.6 | 3.96 | -5892.04851 |
| 4 | 241.8 | 1.26 | -4099.65152 |
| 5 | 672.3 | 0.30 | -3142.78320 |
| 6 | 103.1 | 0.89 | -362.97379 |